Formula: C20H27F4N3OOsSi
Source: the OMol25 dataset
Level of theory: the ωB97M-V functional and the def2-TZVPD basis

Each line ends with the Löwdin charge.
Geometry (Å):
Os1 0.77176 0.10867 -0.66214  1.407
Si1 2.13479 2.10448 -1.37752  0.539
F1 -4.22557 -0.83606 3.70849  0.155
F2 -2.31497 -2.18382 2.45874  0.136
F3 -0.68247 1.87434 0.65184  0.022
F4 -2.65467 3.20056 1.88818  0.136
O1 -0.77173 0.59850 -1.90320  -0.208
N1 -2.23754 0.32455 -3.55659  0.237
N2 -0.39989 -0.78216 0.81655  -0.068
N3 2.15043 -1.24387 0.19664  -0.418
C1 2.99637 1.60852 -2.95368  -0.189
C2 -2.36575 -0.86445 2.31742  -0.121
C3 1.27800 -2.45621 0.31337  -0.173
C4 -2.29527 2.40841 -2.32288  0.041
C5 3.20811 2.15085 0.12939  -0.334
C6 3.28268 -1.55229 -0.71476  -0.054
C7 -3.36843 -0.16198 2.96371  -0.191
C8 4.77674 2.26348 2.43986  -0.044
C9 4.56514 1.80234 0.08978  -0.111
C10 0.02684 -2.14842 1.12386  -0.171
C11 -2.58195 1.88379 2.03859  -0.202
C12 -1.72648 1.05142 -2.57985  -0.485
C13 5.34472 1.86464 1.23447  -0.054
C14 -3.49308 1.20938 2.83578  0.138
C15 -1.42887 -0.20115 1.50008  -0.139
C16 2.65725 2.56458 1.35233  -0.111
C17 2.69543 -0.89191 1.53745  -0.029
C18 3.43407 2.61738 2.49923  -0.057
C19 1.10413 3.63537 -1.55023  -0.176
C20 -1.58584 1.19441 1.39565  -0.137
H1 1.89369 -0.56933 2.19639  0.096
H2 6.39695 1.61731 1.18813  0.120
H3 3.92830 -0.68018 -0.77554  0.073
H4 1.79615 4.47404 -1.67468  0.060
H5 -3.35954 2.44416 -2.54604  0.105
H6 -3.00962 0.66449 -4.10740  0.143
H7 1.84286 -3.27370 0.76670  0.145
H8 5.38819 2.31589 3.33090  0.121
H9 -1.79349 3.12284 -2.97878  0.106
H10 5.02633 1.50964 -0.84741  0.107
H11 -0.74591 -2.87918 0.88215  0.140
H12 3.58444 0.69633 -2.85568  0.023
H13 1.01318 -2.76089 -0.70184  0.127
H14 3.85336 -2.39774 -0.32513  0.116
H15 3.67654 2.41421 -3.24942  0.060
H16 3.00359 2.95010 3.43446  0.118
H17 3.41517 -0.08641 1.43283  0.064
H18 0.21329 -2.23033 2.19734  0.141
H19 2.90291 -1.80570 -1.70433  0.098
H20 1.61822 2.87193 1.40450  0.093
H21 -4.28349 1.74127 3.34825  0.161
H22 0.48748 3.85005 -0.67794  0.033
H23 2.27954 1.47313 -3.76461  0.039
H24 3.18803 -1.77255 1.95478  0.120
H25 0.47310 3.60299 -2.43727  0.026
H26 -2.11402 2.70303 -1.29349  0.083
H27 -1.84773 -0.57702 -3.78574  0.142

The expectation value of S² is 6.039. The charge is +2. The value obtained for the HOMO energy (alpha / beta) is -14.33 / -14.57 eV. As for the spin multiplicity: 5.



Formula: C20H27FNO3P2Sc
Source: the OMol25 dataset
Level of theory: the ωB97M-V functional and the def2-TZVPD basis

Each line ends with the Löwdin charge.
Geometry (Å):
Sc1 -0.11045 1.52752 0.96781  0.938
P1 -1.22734 3.92664 0.50957  0.802
P2 -0.52560 2.21741 3.53359  0.802
F1 -3.53368 -4.16018 -0.55095  0.118
O1 2.28083 1.48886 -1.61426  0.179
O2 1.66318 1.20697 0.53105  -0.138
O3 -0.76539 -0.05258 0.11890  -0.144
N1 1.46396 -2.62407 -2.20101  0.079
C1 3.80539 -3.29517 -2.84530  -0.034
C2 -2.32645 -3.75862 -0.93370  -0.240
C3 -1.58578 -4.61924 -1.75633  0.095
C4 2.32404 -3.51700 -3.09711  -0.263
C5 -0.03334 5.23594 0.11627  -0.230
C6 0.44852 -5.16543 -3.11257  -0.109
C7 -0.33917 -4.27080 -2.19962  -0.115
C8 -1.84788 4.32617 2.19107  -0.396
C9 0.80703 2.12597 4.75446  -0.234
C10 -0.56912 -2.16728 -0.96544  -0.046
C11 -0.84243 4.01249 3.30909  -0.396
C12 1.92717 -1.43438 -1.85917  0.069
C13 -1.85802 -2.54760 -0.53924  0.088
C14 -2.00281 1.57802 4.37160  -0.235
C15 1.93116 -4.96437 -2.88585  -0.138
C16 0.19350 -3.02701 -1.78141  -0.034
C17 -2.63747 4.20432 -0.59018  -0.236
C18 -0.03377 -0.90438 -0.60860  -0.215
C19 1.22278 -0.55341 -1.05198  -0.031
C20 1.80136 0.79536 -0.77037  -0.502
H1 4.04695 -3.38314 -1.78436  0.106
H2 -2.24198 2.21283 5.22592  0.069
H3 2.51743 -5.56211 -3.58232  0.137
H4 4.34985 -4.07452 -3.37699  0.102
H5 -2.86486 1.53687 3.70708  0.050
H6 2.06936 -3.21798 -4.11628  0.166
H7 -0.47527 6.21254 0.31795  0.069
H8 0.19752 -4.92329 -4.15023  0.142
H9 2.89977 -1.16067 -2.23616  0.148
H10 1.73322 2.52716 4.34507  0.059
H11 0.97564 1.08969 5.04341  0.060
H12 0.22721 5.17484 -0.94026  0.063
H13 0.88691 5.13255 0.68993  0.053
H14 0.52769 2.69924 5.63928  0.069
H15 -1.19787 4.40738 4.26351  0.103
H16 -3.42714 3.47825 -0.40152  0.056
H17 -3.02871 5.20950 -0.42756  0.069
H18 -2.32080 4.11269 -1.62807  0.060
H19 4.17814 -2.34558 -3.22581  0.086
H20 -1.80473 0.56813 4.72981  0.060
H21 -2.45474 -1.89375 0.07820  0.137
H22 0.11887 4.49755 3.12135  0.089
H23 -2.02263 -5.56804 -2.04476  0.150
H24 -2.11031 5.38631 2.20395  0.103
H25 0.15848 -6.20260 -2.95390  0.134
H26 2.21438 -5.27750 -1.87648  0.143
H27 -2.78258 3.77950 2.33890  0.087

The charge is +2. The value obtained for the HOMO energy is -14.44 eV.



| no. | total energy (eV) |
| --- | --- |
| 1 | -48894.26736 |
| 2 | -70797.25489 |